Record 1
The following is a DFT calculation (the ωB97M-V functional and the def2-TZVPD basis) of 7 unconnected molecules or ions with the total composition CH16NO6.

```
24
Properties=species:S:1:pos:R:3:forces:R:3:mulliken_charge:R:1
O -1.4817 4.4319 0.9520 -0.823 -0.136 -0.544 -0.66
H -0.3306 2.5168 -0.6492 -0.523 -1.185 1.612 0.28
H 0.0787 -1.9459 -0.5200 1.058 0.961 -0.129 0.07
H -1.4846 4.6519 1.8907 -0.278 0.178 -0.195 0.32
O -2.7506 -1.5875 -0.7556 1.632 -1.514 4.432 -0.64
H 4.4277 0.9546 0.7404 0.000 -0.610 -0.193 0.34
H 1.7926 -2.0592 -1.2300 -0.033 0.601 -0.725 0.40
H -2.3610 4.6617 0.5690 0.980 -0.054 0.764 0.33
H -2.2487 -1.9023 0.1592 -1.065 1.266 -3.557 0.32
C 1.0834 -1.4798 -0.6508 -0.017 -2.104 1.029 -0.02
H 4.7911 -0.4956 1.2059 -1.350 1.074 -1.493 0.34
H -3.6083 -1.6526 -0.3153 -0.663 0.218 -0.764 0.32
O -0.8620 -0.7132 1.6129 0.035 -0.415 -2.140 -0.64
H -1.5864 -2.7122 -2.2304 1.279 0.736 -0.685 0.32
O 4.2061 0.0202 0.5528 1.346 -0.250 1.671 -0.71
H -0.7328 -0.7964 2.5265 -0.013 0.031 2.137 0.28
N 1.4803 -0.5689 0.1222 0.910 1.289 0.320 0.07
H -0.3443 -2.1616 -3.1536 -0.614 0.021 -0.815 0.30
H 0.8297 -0.2973 0.8240 -1.253 0.582 0.539 0.28
H 2.3908 -0.0527 0.2259 -0.222 -1.326 -0.750 0.27
H -1.1874 2.1929 0.6338 0.267 0.646 -0.369 0.34
O -0.4896 1.8315 0.0701 0.372 0.616 -1.176 -0.61
H -1.3160 0.1038 1.4051 -0.130 0.255 0.093 0.33
O -0.6188 -2.5010 -2.3114 -0.896 -0.881 0.940 -0.63
```
Forces are in eV/Å.

Computed properties:
- Energy relative to the best compared isomer or geometry (same formula, charge and spin): 42.5 kcal per mole
- HOMO energy: -14.42 eV
- Charge: +1
- Frontier orbital gap: 11.02 eV
- Lowest unoccupied orbital energy: -0.1248 Ha

Record 2
The following is a DFT calculation (the ωB97M-V functional and the def2-TZVPD basis) of 7 unconnected molecules or ions with the total composition CH16O7.

```
24
Properties=species:S:1:pos:R:3:forces:R:3:mulliken_charge:R:1
O 2.0747 0.7937 1.7324 -3.309 1.487 -0.540 -0.59
H -1.6145 1.2959 -0.1577 0.202 -0.089 1.193 0.34
H 1.5564 1.5670 1.2826 2.063 -2.024 1.466 0.36
H 1.2539 -1.7880 -2.1994 0.278 -0.886 0.352 0.29
H -0.4712 -0.9989 0.8539 -1.082 -1.026 0.845 -0.09
H -1.0361 1.2739 1.3649 -1.424 -0.502 2.618 0.24
H 1.0496 -2.6057 -0.7515 0.170 0.967 -1.414 0.30
H -0.7713 -3.3457 2.1674 0.938 0.793 -0.454 0.34
H 0.0746 2.3745 -2.2016 -0.629 -2.939 -1.110 0.32
O -0.0513 -2.7274 1.9040 0.490 -5.352 0.221 -0.52
O -0.8621 1.3846 0.4768 1.139 0.813 -3.283 -0.55
H 2.9861 0.9843 1.6728 1.502 0.588 -0.353 0.29
O -0.2071 1.4645 -2.5758 0.503 0.515 0.117 -0.65
H 0.4828 0.8056 -2.2289 -1.511 2.094 -0.681 0.34
H 1.2069 2.6156 -0.6945 -0.193 0.320 0.374 0.35
H 0.4322 -0.7730 2.2457 -1.814 -1.479 0.123 0.05
O -2.8704 0.1425 -0.9065 0.765 -0.799 3.190 -0.68
O 0.8993 -1.7991 -1.3063 -0.549 0.015 1.108 -0.58
C -0.4596 -1.4834 1.8872 0.997 6.455 0.024 -0.14
H -2.0412 -0.3546 -0.9152 -0.123 -0.180 -0.082 0.33
H 0.9029 1.1478 -0.1605 0.754 1.501 -2.096 0.38
O 1.4074 1.7001 -0.8702 0.949 -1.494 2.515 -0.78
H -3.0246 0.3564 -1.7756 -0.570 0.841 -3.321 0.31
H -1.3523 -1.3248 2.5390 0.451 0.380 -0.810 0.34
```
Forces are in eV/Å.

Computed properties:
- Energy relative to the best compared isomer or geometry (same formula, charge and spin): 66.2 kcal per mole
- HOMO energy: -9.56 eV
- Charge: 0
- Frontier orbital gap: 9.99 eV
- Lowest unoccupied orbital energy: 0.0160 Ha
- Structure (SMILES): CO.O.O.O.O.O.O

Record 3
The following is a DFT calculation (the ωB97M-V functional and the def2-TZVPD basis) of 7 unconnected molecules or ions with the total composition CH17NO6.

```
25
Properties=species:S:1:pos:R:3:forces:R:3:mulliken_charge:R:1
N 0.2375 1.4216 2.4142 -3.866 1.955 1.884 -0.08
H 2.4155 0.4444 0.5610 -0.454 -1.514 0.976 0.28
H 0.7131 -1.4453 -2.8578 0.827 -0.250 0.375 0.33
H -1.5470 1.0516 3.7568 1.022 0.456 -0.961 0.35
H 0.4302 -3.4685 1.2269 0.106 0.309 0.385 0.30
O 0.4248 -2.5266 1.0105 0.285 0.317 0.463 -0.61
H 1.5463 0.7154 -1.1161 0.438 -1.062 -0.296 0.42
H 0.1434 0.6079 -1.9166 -0.575 -1.359 0.118 0.37
H 2.9159 1.6062 -0.0141 0.956 -0.969 -1.175 0.38
H -0.0510 1.5015 1.4253 0.849 -0.635 -0.367 0.31
H 0.6630 0.0118 -3.4158 0.170 -0.759 -0.239 0.30
H 0.5761 -1.9806 1.8020 0.012 -1.016 -0.430 0.27
O 2.9745 0.6207 -0.1812 0.100 2.396 0.599 -0.68
C -0.6209 0.6134 3.2495 0.981 -1.966 1.221 -0.69
H 0.2583 2.3855 2.8473 1.058 -0.975 -0.622 0.37
H -3.0706 0.5418 -0.0677 -0.140 -0.293 -0.153 0.32
O 0.1862 -0.8330 -3.3486 -0.619 0.952 -1.151 -0.66
O 0.7971 1.1472 -1.5087 -0.479 2.674 0.470 -0.71
O -0.8851 -1.4867 -0.9990 -0.250 -0.159 -0.098 -0.64
H -0.2465 -2.0711 -0.5447 -0.665 0.229 -0.455 0.37
H -2.4992 1.7596 -0.7359 0.211 0.209 -0.427 0.31
H -0.8461 -0.3647 2.8514 -0.518 0.182 -1.076 0.29
H -0.1016 0.2230 4.1776 0.186 1.086 -0.361 0.40
H -1.0944 -1.8057 -1.8980 0.279 0.207 0.779 0.32
O -3.2829 1.4537 -0.2829 0.086 -0.016 0.539 -0.63
```
Forces are in eV/Å.

Computed properties:
- Energy relative to the best compared isomer or geometry (same formula, charge and spin): 28.1 kcal per mole
- HOMO energy (spin up / spin down): -13.41 / -13.41 eV
- Charge: +1
- Spin multiplicity: 2
- Frontier orbital gap (spin up / spin down): 9.27 / 3.48 eV
- Lowest unoccupied orbital energy (spin up / spin down): -0.1523 / -0.3651 Ha
- <S²>: 0.755

Record 4
The following is a DFT calculation (the ωB97M-V functional and the def2-TZVPD basis) of a molecular structure, CH18Na3O12.

```
34
Properties=species:S:1:pos:R:3:forces:R:3:mulliken_charge:R:1
H -0.0698 -6.0408 -0.0393 -0.143 -0.082 0.236 0.33
H -2.9386 -2.6765 -1.8774 0.159 0.185 0.283 0.32
C 0.7608 0.0831 -0.7864 -0.124 0.967 -2.460 0.75
H 4.1069 -2.1040 2.3145 -0.192 0.132 -0.204 0.31
Na 2.6677 4.5464 -3.7414 -0.158 -0.131 0.341 0.77
O 1.6316 0.0814 4.9867 -0.016 0.107 0.199 -0.64
O 1.4541 1.0440 -1.2670 1.508 1.058 -0.174 -0.74
H -3.2681 -0.9771 2.0108 0.213 0.091 -0.177 0.31
H -0.2343 4.1207 -1.3108 0.020 -0.564 0.273 0.34
O 0.2913 -5.8571 -0.9066 0.179 -0.106 -0.366 -0.64
H -2.3558 4.3621 1.5726 0.081 0.186 -0.164 0.31
O -0.4590 0.2333 -0.7789 -3.330 0.780 0.599 -0.58
O 1.2242 -1.0362 -0.6012 2.227 -2.700 0.835 -0.66
H -5.0770 1.6744 -2.3087 0.020 0.149 -0.136 0.29
H -0.9198 5.1189 -2.2194 -0.342 0.078 -0.129 0.29
O -5.4481 1.2430 -1.5390 -0.196 0.006 -0.035 -0.60
O -2.7283 3.7539 2.2110 -0.192 0.059 0.099 -0.63
Na 3.6871 -2.8452 -3.5693 -0.197 0.136 0.416 0.86
H 0.5594 -4.9391 -0.8653 -0.040 0.295 0.144 0.31
O -3.7551 -1.2542 2.7870 0.089 -0.077 0.170 -0.62
H -2.8358 -3.7034 -2.9851 0.115 -0.214 -0.094 0.30
O -0.5534 5.0227 -1.3404 0.377 0.306 -0.148 -0.62
O -3.4458 -3.3425 -2.3416 -0.217 0.053 -0.141 -0.62
O 5.9289 1.8784 0.0950 0.147 -0.099 -0.033 -0.62
H 6.2581 2.4801 -0.5727 0.193 0.165 -0.072 0.29
H -4.6663 -1.2949 2.4967 -0.266 -0.008 -0.004 0.32
H 1.0060 0.2248 4.2767 -0.208 0.037 -0.149 0.32
H -2.1494 2.9921 2.1828 0.127 -0.252 0.031 0.32
Na -0.6749 0.6826 -5.3032 0.001 -0.033 0.422 0.58
H 4.9924 1.8049 -0.0889 -0.396 -0.112 0.105 0.33
O 4.6207 -2.3028 3.0972 0.074 0.157 0.105 -0.62
H 2.3434 -0.4150 4.5828 0.256 -0.174 -0.057 0.32
H -4.7418 0.6854 -1.2125 0.181 -0.148 0.192 0.32
H 4.7889 -3.2435 3.0414 0.049 -0.247 0.096 0.31
```
Forces are in eV/Å.

Computed properties:
- Energy relative to the best compared isomer or geometry (same formula, charge and spin): 243.2 kcal per mole
- HOMO energy: -8.12 eV
- Charge: +1
- Frontier orbital gap: 2.91 eV
- Lowest unoccupied orbital energy: -0.1918 Ha

Record 5
The following is a DFT calculation (the ωB97M-V functional and the def2-TZVPD basis) of 8 unconnected molecules or ions with the total composition CH18O8.

```
27
Properties=species:S:1:pos:R:3:forces:R:3:mulliken_charge:R:1
H 12.2523 -68.0802 -16.4047 -2.132 -2.835 2.182 0.36
H 6.7575 -68.9203 -14.4476 -0.506 -0.966 1.369 0.26
H 10.8286 -70.0426 -16.3700 0.779 8.145 5.339 0.67
H 10.2750 -67.0098 -15.2118 -0.141 0.292 0.371 0.49
O 12.2941 -71.0126 -14.2759 2.846 -2.431 4.778 -0.62
O 9.2649 -69.7613 -13.4773 -0.351 0.548 -1.803 -0.66
H 8.6697 -65.9201 -16.1398 3.512 -4.066 -2.474 0.32
H 7.7234 -69.5970 -13.5118 -0.723 -0.325 0.293 0.48
O 10.7780 -70.7383 -16.8377 -0.948 -10.357 -6.688 -0.70
H 12.0120 -70.2741 -14.7205 -1.245 3.008 -1.507 0.47
O 6.7423 -69.5254 -13.6498 0.289 1.397 -1.712 -0.67
H 7.4350 -70.7132 -16.5987 1.409 -1.014 -0.095 0.29
H 9.7075 -69.3479 -14.2770 0.385 -1.007 1.691 0.34
H 8.9087 -71.1453 -16.6200 8.473 2.842 2.421 0.30
H 12.6983 -70.6881 -13.3732 -1.318 -0.888 -2.887 0.30
C 10.2201 -67.8983 -15.8247 -2.853 -3.540 -0.659 -1.44
H 10.9949 -70.5585 -17.7431 0.019 -0.002 -0.529 0.24
H 10.2941 -67.6784 -16.8894 0.405 0.694 -0.554 0.61
H 13.1781 -66.9855 -15.6342 -0.218 -2.056 -2.520 0.51
O 8.1260 -71.3825 -16.8362 -10.122 -1.989 -2.396 -0.61
O 13.1216 -67.6406 -16.4800 0.818 3.925 0.365 -0.42
H 12.8632 -67.0911 -17.2830 1.160 -0.065 0.829 0.53
O 11.0481 -68.9840 -15.4603 1.216 4.559 0.718 -1.27
H 8.3501 -65.2724 -14.9022 0.312 0.206 2.151 0.31
O 8.1237 -65.3264 -15.7971 -3.933 3.893 0.317 -0.59
H 9.8106 -69.8103 -12.7129 1.014 0.082 0.412 0.25
H 9.1067 -68.4091 -15.8925 1.850 1.947 0.588 0.24
```
Forces are in eV/Å.

Computed properties:
- Energy relative to the best compared isomer or geometry (same formula, charge and spin): 146.2 kcal per mole
- HOMO energy: -9.75 eV
- Charge: 0
- Frontier orbital gap: 7.61 eV
- Lowest unoccupied orbital energy: -0.0787 Ha

Record 6
The following is a DFT calculation (the ωB97M-V functional and the def2-TZVPD basis) of 10 unconnected molecules or ions with the total composition CH19O12.

```
32
Properties=species:S:1:pos:R:3:forces:R:3:mulliken_charge:R:1
O 1.9472 -2.0293 -1.2720 -1.881 1.036 -1.287 -0.67
O -2.8272 -1.0970 -3.1153 -2.693 -1.061 -0.138 -0.62
O -1.6673 2.5556 -1.8986 2.108 -0.234 -1.390 -0.70
H 1.2998 -0.3686 1.4782 0.154 0.271 0.010 0.26
H -0.1622 1.3130 1.9357 0.794 -0.632 -0.454 0.39
H 0.5109 -2.3399 2.6617 11.826 9.440 -2.293 0.25
H 1.5040 1.7760 -1.6702 -0.267 1.126 -1.452 0.28
H 2.7604 -0.5088 2.1239 -3.633 -0.622 0.439 0.24
C 0.0082 0.0356 -0.0793 0.035 -1.282 2.304 0.87
H -3.8414 -1.2080 -3.2093 2.395 0.804 0.232 0.31
H 2.7077 1.8480 -2.3644 3.503 -0.784 -0.221 0.26
H 1.6565 -1.9157 -2.2037 1.107 -0.477 0.209 0.31
O -0.4042 0.2866 -1.2913 4.059 4.310 -1.831 -0.43
H 1.2805 2.6525 0.6884 -1.940 -1.215 -1.266 0.43
H -2.6158 -2.0296 -2.9527 0.436 0.259 0.023 0.31
O 1.7313 -0.6881 2.2780 4.231 -0.060 0.481 -0.75
H -1.1962 1.7560 -1.5876 -0.817 0.329 0.622 0.42
O -2.4397 -1.9258 1.6017 0.880 -0.720 -2.296 -0.81
O -0.0997 -2.8428 2.7775 -7.146 -12.072 3.522 -0.56
O -0.4404 1.1626 2.8277 -1.039 -0.339 2.917 -0.71
H -1.7474 -1.3923 1.0981 -0.745 -0.141 1.081 0.51
O 1.6974 3.4956 0.6013 1.074 0.099 0.975 -0.64
H -0.0140 0.3953 3.2887 -0.196 1.170 -1.529 0.32
O 0.6415 0.9204 0.5296 0.216 -0.092 -1.486 -0.72
H -0.9161 2.7321 -2.5384 -1.465 0.645 0.588 0.36
H 1.1061 -1.6068 -0.9531 0.977 -0.931 1.025 0.34
H -0.8493 -2.4006 2.6090 -4.511 2.334 -1.010 0.34
O -0.2643 -1.1268 0.3098 0.255 0.401 0.292 -0.85
H -1.1616 -0.1247 -1.4714 -4.817 -3.329 -1.346 0.24
H -2.3379 -2.7087 0.9863 -0.543 0.781 1.333 0.32
H 2.2608 3.2089 1.3335 0.935 1.293 0.257 0.31
O 1.8722 2.1755 -2.5219 -3.291 -0.307 1.687 -0.62
```
Forces are in eV/Å.

Computed properties:
- Energy relative to the best compared isomer or geometry (same formula, charge and spin): 70.7 kcal per mole
- HOMO energy: -7.32 eV
- Charge: -1
- Frontier orbital gap: 9.65 eV
- Lowest unoccupied orbital energy: 0.0857 Ha